A structure of composition C23H35N9O5RbS2 at a distorted geometry. Source: the Open Molecules 2025 dataset; level of theory: wB97M-V/def2-TZVPD.

```
75
Properties=species:S:1:pos:R:3
Rb 0.7936 -1.1906 1.6636
C -2.2429 -3.9444 -2.1570
C -1.4019 -3.1306 -1.2121
N -0.2321 -3.4595 -0.8304
N 0.2849 -4.6099 -1.3411
C 1.4954 -5.0740 -0.9309
N 1.8219 -6.2615 -1.5343
S 2.4725 -4.3516 0.1875
C -1.9216 -1.8503 -0.6571
C -3.2533 -1.6910 -0.3061
C -3.6529 -0.4814 0.2458
C -2.7202 0.5205 0.4142
C -1.4109 0.2720 0.0252
N -1.0192 -0.8823 -0.5036
H -1.7147 -4.0947 -3.1047
H -2.4808 -4.9271 -1.7362
H -3.1752 -3.4344 -2.3834
H -0.2324 -5.1426 -2.0221
H 1.4087 -6.5022 -2.4205
H 2.7817 -6.5292 -1.4040
H -3.9561 -2.5089 -0.4045
H -4.6777 -0.3430 0.5659
H -2.9790 1.4709 0.8630
H -0.6403 1.0300 0.1560
O -1.3155 3.0459 6.3837
C -1.0409 2.3910 5.2155
C -1.3216 1.0420 5.0522
C -1.0139 0.4643 3.8288
N -0.4560 1.1515 2.8301
C -0.1528 2.4379 3.0171
C -0.4498 3.1112 4.1881
C 0.5798 3.1000 1.8487
O 0.2104 4.2490 1.5302
O 1.4893 2.3866 1.3535
C -1.1404 -1.0359 3.5603
O -2.0662 -1.4273 2.8240
O -0.1912 -1.7069 4.0418
H -1.7061 2.4125 6.9939
H -1.7603 0.4496 5.8496
H -0.2141 4.1604 4.3013
N 3.5705 -1.3768 2.5585
C 4.0663 -0.0048 2.3350
C 4.6462 0.1599 0.9275
C 3.6255 0.4221 -0.1788
N 2.7915 -0.7568 -0.4510
H 3.1581 -1.4648 3.4796
H 4.3365 -2.0349 2.5021
H 4.8391 0.2663 3.0626
H 3.2364 0.6982 2.4584
H 5.2371 -0.7341 0.6797
H 5.3399 1.0051 0.9405
H 4.1637 0.7748 -1.0689
H 2.9719 1.2333 0.1479
H 3.3591 -1.5400 -0.7531
H 2.1381 -0.5540 -1.2046
C 1.1357 2.9783 -1.7977
N -0.1112 2.8113 -2.5383
C -0.7000 4.0729 -2.9609
C -0.4049 1.6338 -3.1540
S 0.7769 0.4829 -3.4844
N -1.7256 1.4538 -3.4759
C -2.1549 0.3509 -4.3098
C -2.8126 2.0276 -2.6909
H 0.9973 3.7703 -1.0622
H 1.9657 3.2163 -2.4715
H 1.3716 2.0774 -1.2488
H 0.1013 4.7236 -3.3223
H -1.2011 4.5841 -2.1364
H -1.4010 3.9198 -3.7752
H -1.3190 -0.0150 -4.8943
H -2.9552 0.6902 -4.9731
H -2.5354 -0.4706 -3.6917
H -2.4284 2.5278 -1.8091
H -3.4673 1.2205 -2.3555
H -3.4099 2.7346 -3.2751
```

## Properties
* charge: -1
* LUMO: 0.0671 Eh
* strongest force on any atom: 1.3 eV/A
* HOMO: -5.12 eV
* frontier orbital gap: 6.943 eV

Want to see where the charge sits? The Mulliken charges in e are: Rb 0.593; C -2.216; C 0.613; N -0.023; N -0.180; C 0.184; N -0.443; S -0.342; C 0.053; C -0.359; C -1.017; C -0.404; C -0.349; N 0.382; H 0.497; H 0.406; H 0.460; H 0.311; H 0.190; H 0.256; H 0.507; H 0.392; H 0.521; H 0.611; O -0.580; C 1.120; C -0.636; C 0.336; N 0.414; C 0.204; C -0.638; C -0.112; O -0.820; O -0.562; C -0.338; O -0.648; O -0.758; H 0.282; H 0.323; H 0.540; N -0.499; C -0.368; C -0.775; C -0.011; N -0.142; H 0.221; H 0.185; H 0.320; H 0.157; H 0.363; H 0.413; H 0.286; H -0.063; H 0.169; H -0.019; C -1.112; N 0.416; C -1.198; C 0.345; S -0.360; N 0.142; C -0.995; C -1.322; H 0.474; H 0.271; H 0.127; H 0.408; H 0.301; H 0.397; H 0.381; H 0.337; H 0.202; H 0.430; H 0.415; H 0.329